Entry 1:
DFT (the ωB97M-V functional and the def2-TZVPD basis) results for an isolated molecule of C9H7NO2.

Each line ends with the Löwdin charge.
CARTESIAN COORDINATES (ANGSTROEM)
C 2.589 0.106 0.036  -0.04
C 2.364 1.503 0.133  -0.06
C 1.512 -0.837 -0.134  0.00
C 1.019 1.964 0.071  0.02
C 0.266 -0.328 -0.160  -0.15
C -0.041 1.049 -0.091  -0.04
C -0.931 -1.115 -0.049  -0.26
C -1.523 1.113 -0.131  -0.37
C -1.013 -2.404 -0.003  0.12
N -1.968 -0.198 -0.223  0.00
O -2.200 2.112 -0.196  0.11
O -3.302 -0.457 0.250  0.05
H 3.610 -0.384 0.181  0.12
H 3.161 2.200 -0.037  0.09
H 1.577 -1.842 -0.202  0.07
H 0.695 2.958 0.166  0.10
H -1.945 -2.951 0.017  0.08
H -0.098 -2.890 0.066  0.05
H -3.771 0.402 0.308  0.11

Calculated values
- energy above the lowest of the compared OMol25 structures with the same formula, charge and spin (kJ/mol) = 312.77
- net charge = 0

---

Entry 2:
DFT (the ωB97M-V functional and the def2-TZVPD basis) results for an isolated molecule of C9H7NO4.

Each line ends with the Löwdin charge.
CARTESIAN COORDINATES (ANGSTROEM)
C 0.599 2.573 0.413  -0.03
C 1.540 1.418 0.745  -0.01
C -0.692 2.247 0.077  -0.02
C 1.200 0.133 0.494  -0.06
C -1.140 0.856 0.002  -0.15
C -0.089 -0.273 -0.036  -0.22
C -2.370 0.508 -0.446  -0.09
C 0.142 -0.821 -1.492  -0.47
C -0.612 -1.259 1.152  -0.48
N 0.832 -1.977 -1.624  0.18
O -3.477 0.267 -0.596  0.24
O -0.143 -0.101 -2.412  0.10
O -1.215 -0.890 2.120  0.16
O -0.002 -2.382 0.956  0.14
H 0.855 3.553 0.395  0.05
H 2.438 1.697 1.210  0.08
H -1.585 2.807 -0.142  0.11
H 1.732 -0.660 0.990  0.12
H 1.244 -2.294 -0.835  0.04
H 0.903 -2.375 -2.621  0.17
H -0.162 -3.025 1.650  0.15

Calculated values
- energy above the lowest of the compared OMol25 structures with the same formula, charge and spin (kJ/mol) = 151.20
- net charge = 0

---

Entry 3:
DFT (the ωB97M-V functional and the def2-TZVPD basis) results for an isolated molecule of C9H7NS2.

Each line ends with the Löwdin charge.
CARTESIAN COORDINATES (ANGSTROEM)
C -2.273 -0.326 0.053  -1.23
C 0.049 0.347 -0.112  -0.37
C -0.572 1.528 -0.344  -0.33
C 1.408 0.134 -0.050  -0.12
C 2.012 -1.118 -0.591  -0.02
C 3.296 -1.301 -0.496  -0.12
C 4.156 -0.405 0.126  -0.12
C 3.675 0.731 0.605  -0.09
C 2.326 0.959 0.625  0.00
H -0.731 -1.583 0.526  0.18
H -0.039 2.660 -0.595  0.17
H 1.421 -1.740 -0.975  0.04
H 3.827 -2.324 -0.929  0.17
H 5.308 -0.729 0.016  0.16
H 4.428 1.388 1.030  0.12
H 1.843 1.749 0.728  0.03
N -0.922 -0.636 0.083  -0.01
S -3.533 -1.271 0.354  0.59
S -2.346 1.380 -0.308  0.95

Calculated values
- energy above the lowest of the compared OMol25 structures with the same formula, charge and spin (kJ/mol) = 214.63
- net charge = 0

---

Values of lowest unoccupied orbital energy, in order: -0.048; 0.285; 0.222, all in eV.
Values of HOMO-LUMO gap, in order: 0.325; 0.291; 0.299, all in Ha.
Values of F_max, in order: 4.848; 5.050; 8.783, all in eV/Å.